22
Properties=species:S:1:pos:R:3:mulliken_charge:R:1 method="wB97M-V/def2-TZVPD" de_lowest_kj_mol=798.0 lumo_ev=-8.50 max_force_ha_per_bohr=0.0868 mol_weight_g_mol=103.19 charge=+1
C 1.71 0.88 1.66 -0.210
N -0.99 -1.14 1.04 -0.361
C -1.02 -0.84 2.47 -0.888
C 1.14 2.00 1.12 -0.430
N -0.73 0.28 -1.08 -0.277
C -0.19 -0.78 -1.86 -0.225
C 0.53 -0.08 -3.07 -1.073
H 1.03 0.01 1.55 0.032
H 2.65 1.07 2.33 0.247
H -1.93 -1.41 0.71 0.355
H -0.28 -1.44 2.88 0.361
H -2.06 -1.16 2.97 0.337
H -0.95 0.22 2.61 0.378
H 1.39 2.98 1.46 0.283
H 0.30 1.90 0.37 0.144
H -1.64 0.55 -1.44 0.292
H -0.72 -0.35 0.22 0.360
H -0.95 -1.57 -2.41 0.259
H 0.48 -1.44 -1.28 0.387
H 1.25 -0.78 -3.59 0.339
H -0.23 0.34 -3.83 0.334
H 1.20 0.76 -2.82 0.356

***

9
Properties=species:S:1:pos:R:3:mulliken_charge:R:1 method="wB97M-V/def2-TZVPD" smiles="[O-][N+]#P.CN=O" de_lowest_kj_mol=649.7 lumo_ev=-0.38 max_force_ha_per_bohr=0.0611 mol_weight_g_mol=106.02
O -0.39 2.39 -0.36 -0.545
N 0.50 1.88 -0.99 0.499
P 1.27 0.98 -1.86 0.063
C -0.59 -0.75 0.69 -0.687
N 0.47 -0.93 -0.26 0.101
O 1.50 -1.36 0.24 -0.350
H -0.23 -1.03 1.71 0.367
H -1.37 -1.38 0.47 0.324
H -1.16 0.20 0.36 0.229

***

13
Properties=species:S:1:pos:R:3:mulliken_charge:R:1 method="wB97M-V/def2-TZVPD" de_lowest_kj_mol=378.6 lumo_ev=-1.51 max_force_ha_per_bohr=0.1123 mol_weight_g_mol=108.23
C 2.08 -1.58 0.44 -1.251
C 0.98 -0.90 0.96 -0.181
S -0.22 -1.31 -0.17 -0.176
S -1.77 0.77 0.22 -0.170
C -2.36 2.06 -1.03 -0.700
H 2.01 -2.65 0.15 0.338
H 2.52 -1.09 -0.41 0.368
H 2.83 -1.45 1.17 0.341
H 0.96 0.06 0.71 0.281
H 0.48 -0.85 1.97 0.372
H -3.48 2.08 -1.11 0.269
H -1.97 1.71 -1.92 0.241
H -2.05 3.16 -0.99 0.267

***

17
Properties=species:S:1:pos:R:3:mulliken_charge:R:1 method="wB97M-V/def2-TZVPD" de_lowest_kj_mol=352.6 lumo_ev=-3.17 max_force_ha_per_bohr=0.0767 mol_weight_g_mol=87.15 charge=+1
C -0.03 1.72 -2.21 -0.550
C 0.65 0.61 -1.83 -0.822
C 0.49 0.11 1.82 -0.506
C -0.69 -0.72 1.34 0.136
N -1.46 -0.49 0.28 -0.308
N 0.78 -1.18 1.12 -0.242
H 0.01 2.70 -1.85 0.317
H -0.85 1.42 -2.72 0.328
H 0.43 -0.32 -2.41 0.297
H 1.54 0.49 -1.24 0.410
H 0.82 0.98 1.41 0.301
H 0.65 0.02 2.90 0.283
H -1.32 -1.25 2.02 0.398
H -2.17 -1.12 0.09 0.201
H -1.22 0.17 -0.48 0.174
H 1.09 -1.23 0.10 0.263
H 1.29 -1.89 1.67 0.319

***

24
Properties=species:S:1:pos:R:3:mulliken_charge:R:1 method="wB97M-V/def2-TZVPD" de_lowest_kj_mol=339.2 lumo_ev=0.88 max_force_ha_per_bohr=0.0233 mol_weight_g_mol=172.19
H -0.11 0.71 -0.33 0.179
N 0.73 0.14 -0.34 -0.603
C 1.80 0.81 -0.19 0.764
C 1.96 2.29 -0.12 -1.185
N 2.97 0.10 0.07 -0.286
O 2.92 -1.22 -0.40 -0.273
C 2.48 -2.06 0.68 -0.395
H 1.03 2.79 -0.39 0.343
H 2.76 2.68 -0.78 0.314
H 2.24 2.55 0.91 0.281
H 3.82 0.50 -0.30 0.276
H 3.15 -1.98 1.55 0.243
H 2.54 -3.09 0.29 0.238
H 1.44 -1.82 0.96 0.146
N -3.42 -0.98 -1.55 -0.548
C -2.99 -0.40 -0.34 1.036
C -2.70 0.94 -0.14 -0.668
N -2.24 1.22 1.05 -0.352
O -2.30 0.02 1.74 -0.216
C -2.71 -0.95 0.87 -0.581
H -3.75 -0.27 -2.18 0.229
H -4.07 -1.73 -1.44 0.258
H -2.78 1.71 -0.88 0.371
H -2.75 -1.96 1.26 0.431

***

99
Properties=species:S:1:pos:R:3:mulliken_charge:R:1 method="wB97M-V/def2-TZVPD" de_lowest_kj_mol=357.4 lumo_ev=1.87 max_force_ha_per_bohr=0.1122 mol_weight_g_mol=814.46 charge=-1
C -3.86 -6.03 0.95 -1.195
C -3.08 -4.98 0.02 0.666
F -2.79 -3.81 0.80 -0.307
C -3.84 -4.66 -1.39 -1.432
N -3.87 -3.24 -1.76 0.550
B -3.72 -3.20 -3.25 0.644
O -2.64 -2.51 -3.94 -0.622
O -4.65 -3.92 -4.10 -0.643
C -4.93 -2.39 -1.21 1.163
C -4.32 -1.28 -0.18 -1.439
C -2.91 -0.68 -0.64 -0.295
C -1.70 -0.91 0.41 -0.652
S -0.22 -1.68 -0.44 0.819
O -0.65 -2.96 -1.10 -0.537
O 0.88 -2.01 0.57 -0.536
O 0.48 -0.59 -1.54 -0.455
C -5.65 -1.48 -2.35 -0.055
O -6.76 -1.85 -2.90 -0.704
O -5.15 -0.25 -2.75 -0.785
P -6.36 -3.22 -0.28 -0.182
O -7.67 -2.09 -0.07 -0.460
O -5.93 -3.67 1.32 -0.486
H -3.09 -6.78 1.35 0.326
H -4.66 -6.55 0.33 0.303
H -4.29 -5.53 1.90 0.214
H -2.06 -5.47 -0.21 0.333
H -4.83 -5.24 -1.49 0.432
H -3.15 -5.17 -2.17 0.408
H -1.87 -2.45 -3.32 0.302
H -5.03 -3.29 -4.75 0.312
H -5.11 -0.45 -0.07 0.524
H -4.24 -1.73 0.89 0.482
H -2.56 -1.00 -1.67 0.049
H -3.05 0.46 -0.69 0.426
H -2.00 -1.49 1.35 0.411
H -1.33 0.12 0.76 0.422
H 0.25 -0.91 -2.45 0.355
H -7.31 -1.47 0.62 0.312
H -6.54 -4.40 1.55 0.323
C 2.91 0.61 1.01 -0.629
O 4.10 1.34 0.70 -0.333
C 4.00 2.13 -0.38 0.776
O 3.02 2.26 -1.07 -0.605
O 5.18 2.75 -0.56 -0.282
C 5.21 3.63 -1.69 -0.761
H 3.11 0.02 1.90 0.154
H 2.09 1.30 1.24 0.409
H 2.64 -0.06 0.20 0.299
H 4.48 4.44 -1.57 0.303
H 5.03 3.08 -2.61 0.360
H 6.21 4.08 -1.73 0.253
C 2.75 -2.46 3.54 -0.480
O 2.88 -1.76 4.78 -0.275
C 3.65 -2.37 5.68 0.748
O 4.22 -3.43 5.53 -0.539
O 3.69 -1.61 6.79 -0.320
C 4.48 -2.14 7.84 -0.630
H 2.10 -1.88 2.89 0.021
H 3.72 -2.57 3.06 0.311
H 2.28 -3.44 3.70 0.383
H 5.53 -2.24 7.53 0.287
H 4.09 -3.10 8.17 0.289
H 4.44 -1.44 8.68 0.222
C -6.67 5.12 0.97 -0.618
O -7.56 4.39 0.13 -0.336
C -6.96 3.83 -0.94 0.808
O -5.79 3.90 -1.22 -0.540
O -7.90 3.18 -1.64 -0.336
C -7.41 2.52 -2.82 -0.410
H -7.26 5.53 1.80 0.212
H -5.90 4.46 1.38 0.283
H -6.22 5.95 0.43 0.281
H -6.67 1.76 -2.56 0.176
H -6.99 3.25 -3.52 0.281
H -8.25 2.03 -3.30 0.213
C 4.70 4.37 2.08 -0.502
O 4.61 5.65 2.73 -0.338
C 4.59 6.69 1.88 0.743
O 4.65 6.63 0.68 -0.539
O 4.51 7.81 2.61 -0.344
C 4.48 9.01 1.84 -0.621
H 4.71 3.61 2.86 0.269
H 3.84 4.21 1.44 0.253
H 5.63 4.30 1.51 0.295
H 3.60 9.03 1.19 0.291
H 5.40 9.12 1.26 0.288
H 4.41 9.85 2.53 0.216
C 6.59 -2.37 -5.59 -0.631
O 6.01 -2.29 -4.29 -0.311
C 6.41 -1.21 -3.59 0.749
O 7.18 -0.36 -3.96 -0.552
O 5.80 -1.25 -2.39 -0.308
C 6.12 -0.16 -1.53 -0.301
H 6.20 -3.27 -6.07 0.219
H 6.31 -1.51 -6.20 0.290
H 7.68 -2.46 -5.53 0.285
H 5.82 0.78 -1.98 0.113
H 7.19 -0.16 -1.30 0.336
H 5.57 -0.30 -0.60 0.130

***

17
Properties=species:S:1:pos:R:3:mulliken_charge:R:1 method="wB97M-V/def2-TZVPD" smiles="C=CC.NCO" de_lowest_kj_mol=338.6 lumo_ev=0.93 max_force_ha_per_bohr=0.0751 mol_weight_g_mol=89.14
C -0.22 2.76 0.17 -0.763
C -0.43 2.26 1.42 -0.036
C 0.57 1.94 2.53 -0.729
H -0.89 3.51 -0.15 0.315
H 0.73 2.38 -0.33 0.235
H -1.57 2.17 1.61 0.248
H 1.48 2.62 2.55 0.270
H 0.85 0.86 2.33 0.216
H -0.08 1.93 3.52 0.249
N -0.85 -2.55 -2.05 -0.644
C 0.36 -2.51 -1.25 -0.215
O 0.65 -1.23 -0.62 -0.467
H -1.02 -3.56 -2.18 0.246
H -1.74 -2.28 -1.58 0.227
H 1.10 -2.76 -2.00 0.247
H 0.24 -3.24 -0.50 0.299
H 0.06 -0.64 -1.09 0.303

***

17
Properties=species:S:1:pos:R:3:mulliken_charge:R:1 method="wB97M-V/def2-TZVPD" smiles="C/C(NI)=[NH+]/C[C@@H](F)I" lumo_ev=-4.77 max_force_ha_per_bohr=0.0761 mol_weight_g_mol=356.93 charge=+1
C -1.56 -1.38 -0.62 -1.480
C -0.89 -0.47 0.32 1.081
N -1.50 0.47 0.99 -0.612
I -3.39 1.25 0.90 0.336
N 0.45 -0.40 0.23 -0.100
C 1.39 0.54 0.74 -1.255
C 1.59 2.15 -0.10 -0.143
F 0.30 2.54 -0.07 -0.240
I 2.73 3.48 1.16 0.147
H -1.87 -0.85 -1.41 0.435
H -2.37 -1.90 -0.22 0.440
H -0.82 -2.11 -0.96 0.350
H -0.88 1.10 1.38 0.355
H 0.92 -1.09 -0.36 0.260
H 1.12 0.88 1.69 0.568
H 2.36 0.09 0.73 0.425
H 2.00 2.07 -1.13 0.433